*1*
A cluster of 8 separate species, C30H78N2O10 in total, computed with ωB97M-V/def2-TZVPD.

Atoms and positions in Å:
C  2.412  -2.592  0.509
O  2.502  -3.932  0.219
C  1.509  -4.343  -0.688
C  1.897  -5.761  -1.048
N  0.913  -6.480  -1.799
C  1.227  -7.860  -2.019
C  0.082  -8.489  -2.792
O  0.341  -9.865  -2.965
C  -0.566  -10.487  -3.858
H  2.979  -2.417  1.413
H  1.425  -2.451  0.830
H  2.626  -1.917  -0.298
H  1.600  -3.824  -1.663
H  0.569  -4.228  -0.173
H  2.167  -6.265  -0.162
H  2.840  -5.815  -1.670
H  0.002  -6.381  -1.403
H  1.348  -8.287  -0.996
H  2.169  -8.052  -2.544
H  -0.025  -8.124  -3.799
H  -0.768  -8.342  -2.185
H  -1.568  -10.273  -3.581
H  -0.514  -11.598  -3.928
H  -0.418  -9.964  -4.839
C  -3.219  1.889  -1.056
O  -3.223  2.468  0.225
C  -2.031  3.200  0.505
C  -1.910  3.331  2.066
N  -0.594  3.890  2.328
C  -0.022  3.519  3.579
C  1.459  3.859  3.713
O  2.072  3.233  4.773
C  3.539  3.233  4.754
H  -4.024  1.176  -1.147
H  -2.407  1.346  -1.498
H  -3.432  2.639  -1.842
H  -1.922  4.093  -0.088
H  -1.148  2.673  0.154
H  -2.116  2.370  2.592
H  -2.587  4.130  2.412
H  -0.584  4.903  2.217
H  -0.050  2.453  3.636
H  -0.599  3.929  4.366
H  1.730  4.896  3.713
H  1.969  3.510  2.772
H  3.920  2.964  5.756
H  3.896  4.263  4.579
H  3.948  2.535  4.017
C  -0.989  2.758  -5.303
C  -1.381  2.804  -3.898
C  -0.209  2.936  -2.921
O  -2.226  3.906  -3.712
H  -0.282  3.489  -5.563
H  -1.808  2.909  -5.979
H  -0.652  1.766  -5.637
H  -1.964  1.896  -3.608
H  0.557  2.159  -3.006
H  -0.582  2.797  -1.909
H  0.332  3.840  -2.983
H  -2.945  3.877  -4.353
C  0.222  -0.139  4.161
C  0.893  -1.295  3.488
C  2.256  -1.609  4.035
O  0.074  -2.414  3.578
H  0.961  0.645  4.208
H  -0.067  -0.376  5.233
H  -0.570  0.352  3.634
H  1.021  -1.079  2.419
H  2.945  -0.821  3.779
H  2.708  -2.521  3.631
H  2.200  -1.655  5.045
H  -0.155  -2.680  4.434
C  -0.608  8.321  1.271
C  -0.310  6.831  1.377
C  1.100  6.423  1.175
O  -0.719  6.569  2.641
H  -0.119  8.918  1.995
H  -1.665  8.530  1.346
H  -0.292  8.663  0.271
H  -1.044  6.287  0.730
H  1.180  5.368  1.379
H  1.772  7.068  1.771
H  1.449  6.491  0.123
H  -1.607  6.956  2.818
C  -0.521  -0.510  -3.350
C  -0.487  -1.915  -3.934
C  -0.964  -2.875  -2.899
O  -1.388  -2.008  -4.958
H  0.041  -0.460  -2.453
H  -1.524  -0.187  -3.111
H  -0.003  0.050  -4.132
H  0.509  -2.205  -4.301
H  -2.011  -2.683  -2.748
H  -0.402  -2.837  -1.962
H  -0.949  -3.905  -3.296
H  -1.368  -2.884  -5.372
C  0.829  0.508  -0.323
C  1.195  1.471  0.833
C  2.555  1.042  1.402
O  1.233  2.766  0.368
H  0.844  -0.529  -0.037
H  1.535  0.566  -1.138
H  -0.126  0.888  -0.783
H  0.413  1.440  1.581
H  2.590  -0.036  1.571
H  2.644  1.508  2.322
H  3.373  1.221  0.736
H  0.777  3.254  1.004
C  -2.116  -0.426  1.176
C  -2.176  -1.515  0.091
C  -1.731  -2.851  0.494
O  -3.482  -1.504  -0.285
H  -1.914  0.608  0.824
H  -1.193  -0.616  1.746
H  -2.964  -0.424  1.833
H  -1.618  -1.185  -0.756
H  -2.219  -3.158  1.427
H  -0.697  -2.772  0.835
H  -1.881  -3.635  -0.222
H  -3.679  -0.901  -0.938

The value obtained for the LUMO energy is 0.02200 hartree. Its multiplicity is 1. The structure (SMILES) is COCCNCCOC.COCCNCCOC.CC(C)O.CC(C)O.CC(C)O.CC(C)O.CC(C)O.CC(C)O. The calculation puts the HOMO-LUMO gap at 9.26 eV.


*2*
A structure of composition C30H78N2O10, computed with ωB97M-V/def2-TZVPD.

Atoms and positions in Å:
C  -0.813  4.488  0.858
O  0.305  4.156  1.646
C  1.486  3.865  0.868
C  2.728  3.601  1.736
N  2.572  2.590  2.753
C  2.358  1.229  2.235
C  2.362  0.246  3.389
O  1.094  0.125  3.947
C  1.067  -0.764  5.044
H  -1.524  4.957  1.539
H  -1.327  3.655  0.379
H  -0.565  5.223  0.092
H  1.668  4.601  0.084
H  1.412  2.922  0.326
H  3.047  4.499  2.265
H  3.595  3.364  1.120
H  1.712  2.819  3.231
H  3.162  0.999  1.536
H  1.383  1.135  1.756
H  3.043  0.473  4.210
H  2.628  -0.708  2.934
H  1.621  -1.669  4.795
H  0.034  -1.011  5.290
H  1.488  -0.288  5.929
C  1.648  -4.017  -2.965
O  0.272  -3.782  -2.777
C  -0.204  -3.841  -1.396
C  -1.654  -3.295  -1.427
N  -1.815  -1.807  -1.601
C  -3.173  -1.411  -1.351
C  -3.509  0.085  -1.696
O  -3.239  0.409  -3.043
C  -2.895  1.787  -3.201
H  2.217  -3.337  -2.331
H  1.879  -3.943  -4.027
H  1.792  -5.046  -2.635
H  0.493  -3.347  -0.719
H  -0.208  -4.874  -1.048
H  -2.045  -3.506  -0.432
H  -2.214  -3.860  -2.172
H  -1.755  -1.744  -2.607
H  -3.522  -1.731  -0.369
H  -3.805  -2.063  -1.954
H  -2.991  0.761  -1.016
H  -4.570  0.242  -1.497
H  -3.639  2.455  -2.767
H  -2.821  2.071  -4.251
H  -1.883  2.024  -2.873
C  -0.511  -1.806  3.316
C  -1.281  -2.741  2.358
C  -2.122  -3.679  3.166
O  -2.042  -1.877  1.577
H  0.248  -1.208  2.811
H  0.026  -2.396  4.058
H  -1.097  -1.159  3.968
H  -0.689  -3.303  1.635
H  -2.864  -4.217  2.577
H  -2.719  -3.157  3.915
H  -1.595  -4.406  3.783
H  -1.413  -1.520  0.945
C  1.895  -3.029  0.272
C  2.941  -2.264  -0.492
C  3.162  -0.887  0.121
O  4.140  -2.984  -0.564
H  2.291  -3.486  1.179
H  1.426  -3.802  -0.337
H  1.109  -2.302  0.476
H  2.725  -2.214  -1.560
H  4.115  -0.582  -0.310
H  3.269  -1.036  1.195
H  2.396  -0.139  -0.085
H  4.377  -3.381  0.277
C  0.492  -0.148  -1.007
C  -0.040  -0.500  0.345
C  -0.930  0.598  1.036
O  -0.827  -1.714  0.243
H  1.189  -0.941  -1.280
H  1.130  0.736  -0.992
H  -0.336  -0.163  -1.715
H  0.811  -0.723  0.989
H  -0.538  1.600  0.862
H  -1.000  0.407  2.107
H  -1.925  0.522  0.596
H  -1.158  -1.776  -0.656
C  -1.443  2.336  2.837
C  -2.484  1.720  3.801
C  -2.323  0.198  4.109
O  -2.477  2.360  4.991
H  -1.751  2.034  1.836
H  -0.408  2.051  3.025
H  -1.495  3.424  2.799
H  -3.470  1.926  3.385
H  -1.318  -0.043  4.454
H  -2.400  -0.368  3.180
H  -3.018  -0.206  4.846
H  -1.549  2.349  5.237
C  -0.115  2.460  -1.627
C  1.357  2.702  -1.986
C  1.474  3.451  -3.322
O  2.046  3.555  -1.069
H  -0.078  2.139  -0.586
H  -0.484  1.629  -2.228
H  -0.768  3.317  -1.792
H  1.942  1.794  -2.132
H  1.176  2.866  -4.192
H  2.485  3.821  -3.495
H  0.845  4.338  -3.393
H  1.532  4.321  -0.805
C  -0.079  -0.914  -6.192
C  -0.138  0.206  -5.153
C  0.002  -0.288  -3.733
O  0.912  1.066  -5.424
H  0.888  -1.418  -6.191
H  -0.303  -0.536  -7.189
H  -0.869  -1.652  -6.053
H  -1.069  0.770  -5.209
H  -0.836  -0.901  -3.402
H  -0.006  0.629  -3.144
H  0.931  -0.842  -3.596
H  1.745  0.645  -5.200

The value obtained for the LUMO energy is 0.01907 hartree. Its multiplicity is 1. The calculation puts the HOMO-LUMO gap at 8.10 eV.


*1* is the most stable structure shown above.